{
  "formula": "CH8NO",
  "method": "ωB97M-V/def2-TZVPD",
  "charge": 2,
  "molar_mass_g_mol": 50.081,
  "spin_multiplicity": 2,
  "relative_energy_kcal_mol": 28.8,
  "homo_ha": [-0.8093, -0.8092],
  "total_energy_ha": -172.0217,
  "lumo_energy_ev": [-9.780, -17.329],
  "homo_lumo_gap_ev": [12.24, 4.69],
  "largest_force_ha_per_bohr": 0.0438,
  "species": ["C", "N", "H", "H", "H", "H", "H", "H", "H", "H", "O"],
  "positions_angstrom": [[1.25814, -1.24549, 0.23406], [-0.04288, -0.51530, 0.13178], [1.34863, -2.22417, -0.24343], [2.07944, -0.76949, -0.30386], [1.54631, -1.34784, 1.27667], [-0.26168, -0.42409, -0.86026], [0.05670, 0.38079, 0.60006], [-0.77172, -1.03558, 0.63028], [-2.36740, 2.49761, 0.08040], [-1.28491, 2.60854, -1.18035], [-1.56064, 2.07501, -0.36533]]
}

{
  "formula": "C25H34F13IO12",
  "method": "ωB97M-V/def2-TZVPD",
  "smiles": "COCC(=O)O[C@@H](CCCF)CC(=O)I.CCOC(=O)C(F)(F)F.CCOC(=O)C(F)(F)F.CCOC(=O)C(F)(F)F.CCOC(=O)C(F)(F)F",
  "charge": 0,
  "molar_mass_g_mol": 900.413,
  "homo_ha": -0.3749,
  "total_energy_ha": -3471.8909,
  "lumo_energy_ev": 0.040,
  "homo_lumo_gap_ev": 10.24,
  "largest_force_ha_per_bohr": 0.0517,
  "species": ["C", "O", "C", "C", "O", "O", "C", "C", "C", "C", "F", "C", "C", "O", "I", "H", "H", "H", "H", "H", "H", "H", "H", "H", "H", "H", "H", "H", "H", "C", "C", "O", "C", "O", "C", "F", "F", "F", "H", "H", "H", "H", "H", "C", "C", "O", "C", "O", "C", "F", "F", "F", "H", "H", "H", "H", "H", "C", "C", "O", "C", "O", "C", "F", "F", "F", "H", "H", "H", "H", "H", "C", "C", "O", "C", "O", "C", "F", "F", "F", "H", "H", "H", "H", "H"],
  "positions_angstrom": [[0.66503, 5.00896, 1.57849], [1.34436, 4.23627, 0.61444], [2.52952, 3.76466, 1.17933], [3.13099, 2.71681, 0.26429], [2.45041, 2.01454, -0.43564], [4.49480, 2.63313, 0.27591], [4.99977, 1.76739, 1.31883], [6.16164, 1.03841, 0.68681], [5.67660, 0.03486, -0.37620], [6.46733, -1.25532, -0.31091], [5.85723, -2.13968, 0.55768], [5.42272, 2.64276, 2.48615], [6.18564, 1.93740, 3.58902], [7.07310, 2.48800, 4.20402], [5.66235, -0.07918, 4.14766], [-0.27458, 5.34060, 1.16866], [1.26241, 5.86290, 1.89173], [0.44238, 4.41995, 2.46680], [3.24566, 4.56588, 1.34104], [2.31576, 3.26819, 2.13115], [4.25648, 1.02281, 1.59165], [6.78158, 0.53917, 1.41646], [6.73544, 1.79267, 0.16068], [5.77078, 0.45062, -1.36838], [4.63184, -0.20003, -0.21384], [6.52220, -1.73971, -1.27898], [7.47690, -1.06622, 0.03618], [6.09937, 3.38532, 2.08987], [4.57723, 3.15038, 2.93361], [-0.91870, 1.67959, 0.25264], [-1.02119, 1.02201, -1.10375], [-2.39670, 0.75635, -1.45849], [-3.08233, 1.77594, -1.93478], [-2.69549, 2.89204, -2.10536], [-4.50164, 1.31073, -2.29591], [-5.03772, 0.56300, -1.32780], [-4.48450, 0.58053, -3.41442], [-5.30338, 2.35412, -2.49748], [-1.42481, 1.07747, 1.00986], [0.12641, 1.79859, 0.52907], [-1.38711, 2.66360, 0.24969], [-0.53475, 0.05163, -1.09644], [-0.54612, 1.62078, -1.87832], [0.40473, -4.63853, -4.58478], [0.11230, -4.57012, -3.10203], [1.10846, -3.79148, -2.40674], [0.96348, -2.47898, -2.46703], [0.10201, -1.87637, -3.03026], [2.06685, -1.80360, -1.63969], [3.26827, -2.33988, -1.88568], [1.81838, -1.96014, -0.33109], [2.13819, -0.50939, -1.89455], [1.41102, -5.02109, -4.75731], [-0.31093, -5.29400, -5.07870], [0.34310, -3.65269, -5.04384], [0.15949, -5.56127, -2.65736], [-0.87808, -4.16399, -2.90330], [-7.91004, 4.77466, -1.89299], [-8.20315, 3.36830, -1.41864], [-9.01977, 3.37847, -0.22959], [-10.31592, 3.55648, -0.41696], [-10.87593, 3.70576, -1.45959], [-11.04182, 3.50284, 0.93707], [-10.40733, 4.23255, 1.85761], [-11.09963, 2.24056, 1.37503], [-12.28038, 3.96123, 0.82387], [-7.45644, 5.35901, -1.09203], [-7.22821, 4.75035, -2.74189], [-8.82299, 5.28562, -2.19678], [-7.28276, 2.86704, -1.13689], [-8.68136, 2.77242, -2.19447], [2.30674, -4.40417, 1.28232], [2.53894, -5.89624, 1.36384], [2.21093, -6.41309, 2.66935], [0.92764, -6.63189, 2.89702], [0.02468, -6.45121, 2.13804], [0.74773, -7.21196, 4.30916], [1.46469, -6.53335, 5.20722], [1.15013, -8.48710, 4.33288], [-0.52559, -7.16998, 4.67415], [2.86076, -3.89121, 2.06942], [2.63557, -4.03127, 0.32078], [1.25212, -4.16181, 1.40883], [3.59212, -6.12456, 1.21799], [1.97511, -6.43383, 0.60259]]
}

{
  "formula": "C4H8F6LiN3O14S7",
  "method": "ωB97M-V/def2-TZVPD",
  "charge": -1,
  "molar_mass_g_mol": 667.513,
  "spin_multiplicity": 2,
  "homo_ha": [-0.2763, -0.2763],
  "total_energy_ha": -4768.7979,
  "lumo_energy_ev": [1.149, -3.947],
  "homo_lumo_gap_ev": [8.67, 3.57],
  "largest_force_ha_per_bohr": 0.1847,
  "species": ["Li", "N", "S", "O", "O", "F", "S", "O", "O", "F", "N", "S", "O", "O", "F", "S", "O", "O", "F", "N", "S", "O", "O", "F", "S", "O", "O", "F", "C", "C", "C", "S", "O", "O", "C", "H", "H", "H", "H", "H", "H", "H", "H"],
  "positions_angstrom": [[9.70966, 19.18002, -16.58363], [9.56909, 18.24874, -18.32720], [8.50303, 17.19191, -18.55410], [8.70400, 16.36670, -19.78123], [7.13133, 17.42391, -18.13570], [9.00560, 16.27678, -17.31818], [8.89344, 19.34853, -19.54517], [8.98793, 20.74854, -19.07297], [7.78091, 19.03071, -20.42429], [10.11620, 19.32195, -20.55756], [13.11623, 18.63118, -18.24984], [12.99260, 18.78787, -16.58912], [11.67206, 18.57077, -16.05031], [13.85947, 19.67565, -15.87250], [13.80444, 17.44322, -16.22469], [13.11436, 20.17344, -18.46713], [14.38646, 20.88297, -18.43753], [11.89099, 20.79674, -18.07887], [12.98897, 20.05587, -20.04439], [9.60895, 21.14029, -16.08353], [8.17020, 22.02727, -15.74466], [8.13700, 23.41914, -16.12023], [7.42246, 21.59341, -14.59885], [7.25692, 21.32421, -16.84874], [10.19551, 21.38074, -14.61356], [10.05517, 20.25372, -13.70628], [10.30684, 22.72240, -14.04061], [11.75380, 21.11817, -15.03366], [5.23304, 16.23118, -14.75784], [4.77102, 17.13351, -15.94491], [5.32563, 18.51394, -15.56922], [6.98935, 18.37502, -14.80976], [6.99294, 19.13126, -13.57341], [7.96334, 18.54744, -15.83919], [6.66269, 16.58050, -14.40078], [5.11063, 15.18655, -15.04398], [4.57733, 16.33843, -13.89375], [3.68118, 17.14069, -15.96147], [5.05233, 16.80679, -16.94602], [4.66420, 18.97219, -14.83395], [5.27592, 19.24273, -16.37823], [6.91900, 16.65997, -13.34433], [7.37033, 15.95017, -14.93932]]
}

{
  "formula": "CH5INP",
  "method": "ωB97M-V/def2-TZVPD",
  "charge": 0,
  "molar_mass_g_mol": 188.936,
  "spin_multiplicity": 3,
  "relative_energy_kcal_mol": 85.7,
  "homo_ha": [-0.2922, -0.3351],
  "total_energy_ha": -734.7039,
  "lumo_energy_ev": [-0.454, -1.920],
  "homo_lumo_gap_ev": [7.50, 7.20],
  "largest_force_ha_per_bohr": 0.0470,
  "species": ["C", "N", "P", "I", "H", "H", "H", "H", "H"],
  "positions_angstrom": [[1.22475, -0.23351, 0.31058], [-0.29382, -0.57817, -1.73286], [-1.82302, 0.04823, -1.62911], [0.97742, 0.16474, -3.17050], [1.08366, -1.07829, 0.89420], [1.89245, -0.24459, -0.57216], [0.69168, 0.64897, 0.49591], [-2.45261, -0.72142, -0.66489], [-1.54475, 1.11558, -0.64427]]
}